This record from the Open Molecules 2025 dataset describes a single C4H2Cl2 molecule. The level of theory is wB97M-V/def2-TZVPD.

Geometry as XYZ:
```
8
Properties=species:S:1:pos:R:3
C -1.62 1.27 1.88
C -0.87 1.17 0.86
C -0.20 0.76 -0.20
C 0.62 -0.65 -0.23
Cl 2.15 -0.48 -1.00
Cl -0.55 -1.88 -0.77
H -0.37 1.02 -1.33
H 0.82 -1.21 0.78
```

## Properties
**F_max**: 0.072 Eh/bohr
**HOMO**: -10.4 eV
**Energy above the lowest of the compared OMol25 structures with the same formula, charge and spin**: 74.2 kcal/mol
**Kohn-Sham gap**: 8.276 eV
**DFT total energy**: -1073.7943 Eh

Results of the natural (NBO) charge analysis, in e, for atoms 1 through 2:
1 C 0.20
2 C -0.45

---

This record from the Open Molecules 2025 dataset describes a single C3H5NOS molecule. The level of theory is wB97M-V/def2-TZVPD.

Geometry as XYZ:
```
11
Properties=species:S:1:pos:R:3
O 1.88 -0.03 -1.48
C 0.96 0.13 -0.71
C -0.21 -0.81 -0.44
C -0.93 -0.31 0.78
S -0.71 1.47 0.91
N 0.75 1.29 0.05
H 0.17 -1.81 -0.32
H -0.79 -0.82 -1.38
H -2.04 -0.45 0.82
H -0.54 -0.73 1.72
H 1.47 2.08 0.06
```

## Properties
**F_max**: 0.046 Eh/bohr
**HOMO**: -8.3 eV
**Energy above the lowest of the compared OMol25 structures with the same formula, charge and spin**: 13.8 kcal/mol
**Kohn-Sham gap**: 8.967 eV
**DFT total energy**: -645.4897 Eh
**SMILES**: O=C1CCSN1

Results of the natural (NBO) charge analysis, in e, for atoms 1 through 2:
1 O -0.58
2 C 0.68

---

This record from the Open Molecules 2025 dataset describes a single C3H6N2O2 molecule. The level of theory is wB97M-V/def2-TZVPD.

Geometry as XYZ:
```
13
Properties=species:S:1:pos:R:3
N 0.09 -1.05 2.02
C 0.35 -0.49 0.70
C -0.83 -0.02 -0.12
O -1.96 -0.49 -0.05
N -0.47 0.54 -1.41
C 0.54 1.46 -1.50
O 1.11 1.91 -2.44
H -1.00 -1.13 2.08
H 0.27 -2.01 2.11
H 1.16 -1.23 0.09
H 1.04 0.33 1.12
H -1.16 0.53 -2.34
H 0.85 1.64 -0.25
```

## Properties
**F_max**: 0.098 Eh/bohr
**HOMO**: -10.0 eV
**Energy above the lowest of the compared OMol25 structures with the same formula, charge and spin**: 79.9 kcal/mol
**Kohn-Sham gap**: 10.053 eV
**DFT total energy**: -377.8320 Eh
**SMILES**: NCC(=O)NC=O

Results of the natural (NBO) charge analysis, in e, for atoms 1 through 2:
1 N -0.83
2 C -0.36

---

This record from the Open Molecules 2025 dataset describes a molecular structure, C4H13N5. The level of theory is wB97M-V/def2-TZVPD.

Geometry as XYZ:
```
22
Properties=species:S:1:pos:R:3
C -0.61 -0.93 2.06
C -1.90 0.55 -0.32
N -0.24 0.36 1.59
C -0.46 0.85 0.04
N 0.11 1.98 -0.20
H 0.69 0.65 1.87
H -0.54 2.68 -0.54
H -1.69 -1.02 2.16
H -0.30 -1.74 1.33
H -0.14 -1.16 3.02
H -2.56 1.13 0.31
H -2.14 -0.51 -0.17
H -2.09 0.81 -1.36
N 1.94 -0.11 -0.81
N 2.28 0.91 -1.71
C 0.33 -1.73 -0.76
N 0.60 -0.47 -0.74
H 2.43 -0.01 0.08
H 2.19 0.56 -2.67
H 1.66 1.70 -1.56
H 1.12 -2.46 -0.64
H -0.68 -2.04 -0.97
```

## Properties
**F_max**: 0.068 Eh/bohr
**HOMO (alpha / beta)**: -7.8 / -7.8 eV
**Energy above the lowest of the compared OMol25 structures with the same formula, charge and spin**: 102.5 kcal/mol
**Kohn-Sham gap (alpha / beta)**: 8.095 / 8.096 eV
**DFT total energy**: -433.8067 Eh

Results of the natural (NBO) charge analysis, in e, for atoms 1 through 2:
1 C -0.41
2 C -0.70

---

This record from the Open Molecules 2025 dataset describes a molecular structure, C36H52CuN3OP2. The level of theory is wB97M-V/def2-TZVPD.

Geometry as XYZ:
```
95
Properties=species:S:1:pos:R:3
C 1.62 -2.01 0.14
C 0.94 -0.91 -1.85
C 2.46 -2.85 -0.60
C 1.52 -1.95 -2.62
C 2.41 -2.82 -2.00
H 3.10 -3.56 -0.07
H 1.42 -1.87 -3.70
H 2.99 -3.49 -2.60
N 0.89 -1.04 -0.46
P 0.07 -1.49 2.41
P 0.09 1.73 -1.64
C 1.59 -2.23 1.67
H 1.64 -3.31 1.87
H 2.50 -1.78 2.11
C -0.54 1.58 1.74
O -0.84 2.48 2.37
C 0.50 0.26 -2.62
H -0.22 -0.03 -3.42
C -1.55 2.67 -2.27
C 1.64 2.43 -2.51
C -1.16 -2.93 2.36
C 0.63 -1.05 4.15
C -2.59 2.73 -1.14
H -2.18 3.20 -0.24
H -3.44 3.35 -1.47
H -2.97 1.75 -0.86
C -1.21 4.12 -2.61
H -0.77 4.64 -1.75
H -0.53 4.21 -3.46
H -2.13 4.66 -2.88
C -2.16 1.95 -3.47
H -3.06 2.51 -3.78
H -1.47 1.93 -4.32
H -2.45 0.93 -3.20
C 1.95 3.79 -1.92
H 1.88 3.75 -0.82
H 2.99 4.05 -2.19
H 1.29 4.58 -2.30
C 2.79 1.47 -2.17
H 2.85 1.30 -1.09
H 2.68 0.50 -2.67
H 3.74 1.89 -2.52
C 1.37 2.45 -4.03
H 0.56 1.79 -4.35
H 1.16 3.46 -4.40
H 2.27 2.09 -4.56
C -0.58 -0.53 4.95
H -0.21 -0.13 5.91
H -1.10 0.29 4.43
H -1.30 -1.32 5.18
C 1.67 0.09 4.05
H 2.60 -0.25 3.58
H 1.29 0.94 3.47
H 1.90 0.44 5.06
C 1.28 -2.22 4.89
H 1.80 -1.81 5.78
H 0.55 -2.95 5.26
H 2.03 -2.74 4.28
C -1.28 -3.46 0.92
H -1.97 -4.32 0.94
H -1.69 -2.72 0.24
H -0.33 -3.82 0.52
C -2.54 -2.40 2.79
H -2.88 -1.58 2.14
H -3.26 -3.23 2.69
H -2.57 -2.06 3.83
C -0.74 -4.11 3.24
H 0.28 -4.44 3.06
H -0.88 -3.91 4.31
H -1.41 -4.95 2.99
Cu -0.26 0.09 0.83
N -2.12 -0.32 -0.01
C -2.60 -0.94 -0.92
C -3.06 -1.46 -2.17
C -4.44 -1.66 -2.03
C -2.42 -1.90 -3.39
C -5.17 -2.45 -2.89
H -4.89 -1.26 -1.12
C -3.18 -2.66 -4.31
H -1.38 -1.74 -3.67
C -4.54 -2.95 -4.05
H -6.20 -2.63 -2.58
H -2.78 -3.08 -5.24
H -5.16 -3.57 -4.73
C 4.14 3.54 2.47
C 2.90 4.17 2.38
C 1.84 3.49 1.76
N 1.97 2.26 1.27
C 3.15 1.64 1.36
C 4.27 2.25 1.94
H 4.99 4.03 2.95
H 2.71 5.17 2.76
H 0.87 3.97 1.70
H 3.23 0.63 0.96
H 5.21 1.69 1.96
```

## Properties
**<S²>**: 0.7714
**F_max**: 0.117 Eh/bohr
**HOMO (alpha / beta)**: -9.7 / -9.8 eV
**Energy above the lowest of the compared OMol25 structures with the same formula, charge and spin**: 24.2 kcal/mol
**Kohn-Sham gap (alpha / beta)**: 6.980 / 6.113 eV
**Charge**: +1
**DFT total energy**: -3965.3788 Eh
**Spin multiplicity**: 2

Results of the Löwdin charge analysis, in e, for atoms 1 through 2:
1 C -0.31
2 C -0.32

---

Please write out number 1 again, unchanged.
This record from the Open Molecules 2025 dataset describes a single C4H2Cl2 molecule. The level of theory is wB97M-V/def2-TZVPD.

Geometry as XYZ:
```
8
Properties=species:S:1:pos:R:3
C -1.62 1.27 1.88
C -0.87 1.17 0.86
C -0.20 0.76 -0.20
C 0.62 -0.65 -0.23
Cl 2.15 -0.48 -1.00
Cl -0.55 -1.88 -0.77
H -0.37 1.02 -1.33
H 0.82 -1.21 0.78
```

## Properties
**F_max**: 0.072 Eh/bohr
**HOMO**: -10.4 eV
**Energy above the lowest of the compared OMol25 structures with the same formula, charge and spin**: 74.2 kcal/mol
**Kohn-Sham gap**: 8.276 eV
**DFT total energy**: -1073.7943 Eh

Results of the natural (NBO) charge analysis, in e, for atoms 1 through 2:
1 C 0.20
2 C -0.45